Record 1
A single C2H4S2 molecule. Source: OMol25; level of theory: ωB97M-V/def2-TZVPD.

Positions of all 8 atoms, in Å:
C  0.328  -0.225  -0.743
C  -0.738  0.161  0.248
H  0.841  -1.126  -0.453
H  1.081  0.546  -0.784
H  -0.121  -0.377  -1.752
H  1.127  0.243  1.709
S  -0.202  0.466  1.888
S  -2.315  0.312  -0.113

HOMO energy (eV): -8.82
Maximum force (eV/Å): 1.187
Energy above the lowest of the compared OMol25 structures with the same formula, charge and spin (kcal per mole): 0.5
LUMO energy (eV): -0.148
HOMO-LUMO gap (eV): 8.67

Results of the Mulliken charge analysis, in e, for atoms 1 through 6: -1.221 0.486 0.358 0.361 0.313 0.133


Record 2
A single C2H4S4 molecule. Source: OMol25; level of theory: ωB97M-V/def2-TZVPD.

Positions of all 10 atoms, in Å:
C  0.591  0.636  0.380
C  0.687  -0.645  -0.454
S  2.668  0.992  0.211
S  2.472  -1.110  -0.214
S  -0.544  1.817  -0.215
S  -0.520  -1.806  0.202
H  0.432  0.338  1.482
H  0.623  -0.597  -1.464
H  -1.010  2.126  1.001
H  -1.031  -2.180  -0.978

HOMO energy (eV): -8.25
Maximum force (eV/Å): 3.479
Energy above the lowest of the compared OMol25 structures with the same formula, charge and spin (kcal per mole): 6.7
LUMO energy (eV): 0.057
HOMO-LUMO gap (eV): 8.30

Results of the Mulliken charge analysis, in e, for atoms 1 through 6: -0.372 -0.338 -0.128 -0.092 -0.150 -0.171


Record 3
A single C2H4Si molecule. Source: OMol25; level of theory: ωB97M-V/def2-TZVPD.

Positions of all 7 atoms, in Å:
C  -0.856  0.244  0.527
C  0.423  0.576  0.743
Si  0.194  -0.421  -0.815
H  -1.860  0.138  0.919
H  1.076  0.888  1.412
H  0.826  -1.705  -0.567
H  0.197  0.280  -2.219

HOMO energy (eV): -9.02
Maximum force (eV/Å): 6.006
Energy above the lowest of the compared OMol25 structures with the same formula, charge and spin (kcal per mole): 13.9
LUMO energy (eV): 1.131
HOMO-LUMO gap (eV): 10.16

Results of the Mulliken charge analysis, in e, for atoms 1 through 6: -0.378 -0.452 0.176 0.339 0.432 -0.066


Record 4
A single C2H4Si molecule. Source: OMol25; level of theory: ωB97M-V/def2-TZVPD.

Positions of all 7 atoms, in Å:
C  1.210  -0.009  -0.060
C  -2.318  0.076  -0.167
Si  -0.574  -0.280  0.171
H  1.746  -1.028  0.248
H  -2.693  1.131  -0.196
H  1.842  0.839  -0.249
H  -0.507  -1.659  0.510

HOMO energy (spin up / spin down) (eV): -8.85 / -8.81
Maximum force (eV/Å): 2.779
Energy above the lowest of the compared OMol25 structures with the same formula, charge and spin (kcal per mole): 93.2
LUMO energy (spin up / spin down) (eV): -1.370 / -1.982
HOMO-LUMO gap (spin up / spin down) (eV): 7.48 / 6.83

Results of the Mulliken charge analysis, in e, for atoms 1 through 6: -0.686 -0.490 0.453 0.238 0.244 0.368


Record 5
A molecular structure, C2H57AlF4NO26. Source: OMol25; level of theory: ωB97M-V/def2-TZVPD.

Positions of all 91 atoms, in Å:
N  0.798  -3.634  -4.119
Al  1.728  -4.336  -2.633
C  1.167  -3.462  -0.826
F  -0.210  -3.334  -0.591
F  1.668  -4.253  0.205
C  1.737  -2.080  -0.509
F  1.516  -1.245  -1.580
F  3.080  -2.176  -0.290
H  1.282  -3.983  -4.936
H  0.850  -2.628  -4.187
H  1.392  -5.914  -2.564
H  3.289  -4.087  -2.807
H  1.296  -1.651  0.386
O  2.761  -1.966  -5.430
H  3.709  -1.937  -5.595
H  2.634  -1.400  -4.663
O  1.928  -0.076  1.679
H  2.872  0.033  1.531
H  1.741  0.474  2.449
O  1.660  -4.470  -7.134
H  1.644  -4.320  -8.084
H  2.185  -3.729  -6.796
O  5.658  -4.165  -2.398
H  6.612  -4.069  -2.494
H  5.445  -3.597  -1.654
O  -1.068  -0.673  -2.739
H  -1.793  -0.674  -2.108
H  -0.281  -0.818  -2.197
O  5.919  -6.076  -4.750
H  6.865  -5.939  -4.848
H  5.672  -5.528  -3.990
O  2.362  2.079  4.085
H  1.924  2.809  4.540
H  3.186  1.947  4.561
O  -0.049  3.695  3.811
H  -0.780  4.102  3.334
H  0.326  3.095  3.155
O  -2.480  5.409  3.578
H  -2.128  5.361  4.477
H  -2.964  6.245  3.589
O  7.484  -2.702  -0.648
H  7.080  -1.947  -0.208
H  8.297  -2.854  -0.155
O  -1.509  6.755  5.765
H  -0.556  6.892  5.732
H  -1.820  7.357  6.451
O  -0.715  2.718  1.150
H  -1.450  3.149  0.695
H  -0.341  2.127  0.488
O  -2.568  -3.838  -5.027
H  -2.903  -3.073  -4.551
H  -1.695  -3.987  -4.624
O  -2.567  4.010  -0.940
H  -2.669  4.920  -0.632
H  -2.872  4.022  -1.851
O  -2.570  -5.274  -1.680
H  -2.571  -5.134  -2.635
H  -1.994  -4.571  -1.350
O  -4.422  7.951  4.102
H  -4.145  7.890  5.027
H  -4.871  8.799  4.032
O  -3.224  10.500  4.267
H  -2.775  10.935  3.535
H  -2.740  9.677  4.389
O  -4.206  6.351  6.657
H  -4.953  5.762  6.514
H  -3.468  5.898  6.231
O  9.792  -4.200  -2.395
H  9.322  -3.469  -1.979
H  10.713  -3.926  -2.402
O  -5.620  12.387  5.715
H  -6.376  11.809  5.582
H  -4.882  11.916  5.310
O  -3.807  -5.276  0.928
H  -3.669  -5.269  -0.032
H  -3.019  -5.707  1.271
O  -6.251  -6.333  2.148
H  -6.290  -6.970  1.429
H  -5.442  -5.831  1.964
O  -2.972  6.534  0.763
H  -3.820  6.690  1.192
H  -2.331  6.561  1.484
O  4.441  -8.238  -6.290
H  4.453  -8.027  -7.226
H  4.859  -7.474  -5.867
O  0.141  6.220  1.289
H  -0.560  5.707  0.874
H  0.791  5.550  1.525
O  -6.940  -9.171  0.815
H  -7.790  -8.744  0.962
H  -7.152  -10.106  0.745

HOMO energy (eV): -4.56
Net charge: -1
Maximum force (eV/Å): 1.139
LUMO energy (eV): 0.755
HOMO-LUMO gap (eV): 5.31

Results of the Mulliken charge analysis, in e, for atoms 1 through 6: -0.203 -0.364 0.792 -0.300 -0.329 0.130


Record 6
A single C2H5BO molecule. Source: OMol25; level of theory: ωB97M-V/def2-TZVPD.

Positions of all 9 atoms, in Å:
B  -1.097  -0.770  -0.312
C  1.264  0.118  0.391
C  -0.116  0.354  -0.006
O  2.081  -0.449  -0.296
H  -0.901  -1.804  -0.410
H  -2.182  -0.164  -0.516
H  1.597  0.523  1.411
H  -0.064  1.014  -0.882
H  -0.582  1.177  0.621

HOMO energy (eV): -9.84
Maximum force (eV/Å): 6.024
Energy above the lowest of the compared OMol25 structures with the same formula, charge and spin (kcal per mole): 71.3
LUMO energy (eV): 0.169
HOMO-LUMO gap (eV): 10.01

Results of the Mulliken charge analysis, in e, for atoms 1 through 6: 0.125 0.025 -0.445 -0.468 -0.042 -0.061


Record 7
A single C2H5BO molecule. Source: OMol25; level of theory: ωB97M-V/def2-TZVPD.

Positions of all 9 atoms, in Å:
B  1.855  -0.146  -0.006
C  0.437  -0.067  0.462
C  -0.766  -0.061  -0.360
O  2.949  0.040  -0.331
H  0.036  -0.868  1.181
H  0.492  0.560  1.262
H  -1.480  0.679  0.121
H  -0.982  -0.008  -1.494
H  -1.243  -1.050  -0.253

HOMO energy (eV): -11.28
Maximum force (eV/Å): 5.348
Energy above the lowest of the compared OMol25 structures with the same formula, charge and spin (kcal per mole): 29.8
LUMO energy (eV): 0.532
HOMO-LUMO gap (eV): 11.81

Results of the Mulliken charge analysis, in e, for atoms 1 through 6: 0.280 -0.523 -0.840 -0.481 0.283 0.461


Record 8
A single C2H5Br2N3 molecule. Source: OMol25; level of theory: ωB97M-V/def2-TZVPD.

Positions of all 12 atoms, in Å:
C  -0.071  -0.859  -1.054
C  0.858  -0.166  0.196
N  -1.247  -0.544  -1.205
N  -0.923  0.932  1.266
N  0.166  0.200  1.361
Br  0.970  -2.117  -2.029
Br  1.703  1.477  -0.846
H  1.699  -0.826  0.518
H  -1.825  -1.063  -1.779
H  -1.359  0.505  0.523
H  -0.757  1.973  1.006
H  0.787  0.488  2.043

HOMO energy (eV): -8.88
Maximum force (eV/Å): 5.194
Energy above the lowest of the compared OMol25 structures with the same formula, charge and spin (kcal per mole): 1.9
LUMO energy (eV): 0.348
HOMO-LUMO gap (eV): 9.22

Results of the Mulliken charge analysis, in e, for atoms 1 through 6: 0.542 -0.548 -0.572 -0.655 -0.077 -0.110


Record 9
2 unconnected molecules or ions with the total composition C2H5Br2OP. Source: OMol25; level of theory: ωB97M-V/def2-TZVPD.

Positions of all 11 atoms, in Å:
C  0.726  -0.169  0.657
C  -0.856  0.789  -0.765
O  0.151  0.971  0.054
P  -3.949  0.136  0.808
Br  -4.202  -1.871  -0.086
Br  -5.513  1.287  -0.249
H  1.160  -0.833  -0.096
H  -0.024  -0.721  1.228
H  1.508  0.190  1.325
H  -1.292  1.672  -1.187
H  -1.193  -0.197  -1.051

HOMO energy (spin up / spin down) (eV): -7.09 / -8.19
Maximum force (eV/Å): 1.454
Energy above the lowest of the compared OMol25 structures with the same formula, charge and spin (kcal per mole): 86.0
LUMO energy (spin up / spin down) (eV): -1.352 / 0.198
HOMO-LUMO gap (spin up / spin down) (eV): 5.74 / 8.39

Results of the Mulliken charge analysis, in e, for atoms 1 through 6: -0.624 -0.596 -0.275 0.205 -0.127 -0.146


Record 10
2 unconnected molecules or ions with the total composition C2H5Br2OPS. Source: OMol25; level of theory: ωB97M-V/def2-TZVPD.

Positions of all 12 atoms, in Å:
C  -0.807  -1.534  0.343
C  -0.403  -0.147  1.001
O  2.175  -0.690  -0.690
P  0.731  1.513  -1.088
S  -0.784  1.479  0.370
Br  -0.038  1.885  -3.051
Br  1.966  3.322  -0.692
H  -0.833  -2.221  1.073
H  -1.826  -1.391  0.002
H  -0.174  -1.736  -0.515
H  0.720  -0.397  1.087
H  -0.726  -0.084  2.161

HOMO energy (spin up / spin down) (eV): -9.02 / -9.65
Maximum force (eV/Å): 5.527
Energy above the lowest of the compared OMol25 structures with the same formula, charge and spin (kcal per mole): 139.1
LUMO energy (spin up / spin down) (eV): -1.563 / -2.277
HOMO-LUMO gap (spin up / spin down) (eV): 7.46 / 7.38

Results of the Mulliken charge analysis, in e, for atoms 1 through 6: -0.964 -0.494 -0.286 0.463 -0.090 -0.118


Record 11
2 unconnected molecules or ions with the total composition C2H5Br2P. Source: OMol25; level of theory: ωB97M-V/def2-TZVPD.

Positions of all 10 atoms, in Å:
C  -0.632  -0.126  0.118
C  0.866  -0.004  -0.057
P  1.344  1.430  -3.054
Br  -0.796  1.555  -3.228
Br  1.767  3.361  -2.073
H  -1.078  0.822  -0.040
H  -1.159  -0.564  -0.768
H  -0.703  -0.654  1.014
H  1.420  -0.828  0.177
H  1.426  0.884  -0.336

HOMO energy (spin up / spin down) (eV): -8.10 / -8.29
Maximum force (eV/Å): 3.710
Energy above the lowest of the compared OMol25 structures with the same formula, charge and spin (kcal per mole): 74.2
LUMO energy (spin up / spin down) (eV): -1.366 / 0.229
HOMO-LUMO gap (spin up / spin down) (eV): 6.73 / 8.52

Results of the Mulliken charge analysis, in e, for atoms 1 through 6: -0.814 -0.724 0.168 -0.083 -0.117 0.287


Record 12
A molecular structure, C2H5BrN2O2. Source: OMol25; level of theory: ωB97M-V/def2-TZVPD.

Positions of all 12 atoms, in Å:
C  0.176  1.123  0.124
C  -0.318  -0.304  0.223
N  -0.800  -0.761  1.378
N  -0.628  -0.929  -0.974
O  0.115  1.461  -1.204
O  0.384  1.888  1.042
Br  2.252  -0.444  -0.067
H  -0.398  -0.474  2.186
H  -1.041  -1.709  1.341
H  -0.239  -1.862  -1.184
H  0.589  2.287  -1.305
H  -0.091  -0.277  -1.561

HOMO energy (eV): -9.07
Maximum force (eV/Å): 3.509
Energy above the lowest of the compared OMol25 structures with the same formula, charge and spin (kcal per mole): 23.1
LUMO energy (eV): -0.624
HOMO-LUMO gap (eV): 8.44

Results of the Mulliken charge analysis, in e, for atoms 1 through 6: 0.806 0.033 -0.383 -0.556 -0.481 -0.578